Entry 1:
The following is a quantum chemistry calculation of a molecular structure, C4H7LiO3, from the OMol25 dataset.

Properties
- E_LUMO (eV) = -10.19

```
! RIJCOSX wB97M-V def2-TZVPD def2/J DEFGRID3
* xyz 2 1
H 3.32449 -0.21550 -0.56337
C 1.58277 0.39518 0.53559
H 3.12108 1.34943 0.30072
H 1.46815 -0.54072 1.09487
C 2.61064 0.60037 -0.44518
H 2.14543 0.75000 -1.43720
O 0.51213 0.97996 0.08847
C -0.79633 0.49490 0.34662
O -1.63840 1.32262 0.52085
Li -3.30913 2.16130 0.80495
O -0.82600 -0.77317 0.39413
C -1.87809 -1.49745 -0.29299
H -2.71859 -1.63501 0.39513
H -2.16417 -0.93386 -1.18650
H -1.43399 -2.45805 -0.55609
*
```


Entry 2:
The following is a quantum chemistry calculation of a molecular structure, O4Pb2SZn2, from the OMol25 dataset.

Properties
- E_LUMO (eV) = -28.90

```
! RIJCOSX wB97M-V def2-TZVPD def2/J DEFGRID3
* xyz 6 1
Pb 1.11542 1.16386 2.73489
Pb -2.17921 0.12321 -2.36622
Zn 1.31222 -0.07113 -2.82318
Zn 1.01617 -2.95397 0.37037
S -0.24105 0.37407 0.36998
O 0.00076 1.82080 0.52955
O 0.92458 -0.32591 -0.21355
O -0.42640 -0.18141 1.74208
O -1.52248 0.05049 -0.34392
*
```


For each record above, in turn, the calculated F_max values are 5.6, 8.2 eV/Å.
For each record above, in turn, the calculated gap between HOMO and LUMO values are 0.379, 0.180 hartree.
For each record above, in turn, the calculated calculated total energy values are -10590.089, -126252.614 eV.